67
Properties=species:S:1:pos:R:3:forces:R:3 method="wB97M-V/def2-TZVPD" e_tot_ev=-40863.50169 lumo_ev=-3.22 charge=+1
Ir 0.209 -0.173 -0.068 0.595 -1.468 -0.361
C 3.037 -0.392 -0.545 0.226 0.105 0.051
N 2.163 0.569 0.193 -0.354 0.510 -0.206
C 2.359 1.937 -0.336 0.092 0.056 0.191
C 2.487 0.410 1.615 0.166 0.096 -0.014
C 3.607 0.990 2.184 0.001 -0.117 -0.066
C 3.987 0.627 3.466 -0.030 -0.084 0.053
C 3.264 -0.354 4.135 0.070 0.072 -0.026
C 2.118 -0.904 3.584 0.022 -0.060 -0.085
C 1.673 -0.474 2.331 -0.199 0.271 0.038
N 0.472 -0.814 1.702 0.108 -0.635 0.788
C -0.651 -1.398 2.319 0.089 0.278 0.048
C -0.926 -1.442 3.689 0.131 -0.167 -0.051
C -2.070 -2.072 4.146 -0.078 -0.044 -0.056
C -2.974 -2.642 3.257 0.041 0.034 0.092
C -2.764 -2.504 1.896 0.060 0.048 -0.019
C -1.630 -1.852 1.442 -0.138 -0.074 -0.141
N -1.413 -1.583 0.013 -0.256 0.677 -0.108
C -0.923 -2.806 -0.659 -0.041 -0.114 0.043
C -2.659 -1.102 -0.634 -0.132 -0.231 0.208
H 4.080 -0.118 -0.378 0.002 -0.041 0.038
H 2.802 -0.369 -1.601 -0.012 0.033 -0.022
H 2.870 -1.397 -0.154 0.000 0.015 0.010
H 3.415 2.211 -0.351 -0.008 -0.010 0.028
H 1.799 2.638 0.278 -0.037 0.002 -0.025
H 1.977 1.965 -1.353 -0.018 -0.021 0.006
H 4.196 1.709 1.629 0.007 -0.035 -0.003
H 4.862 1.072 3.918 -0.020 0.009 0.015
H 3.589 -0.692 5.110 0.004 0.005 -0.003
H 1.592 -1.681 4.114 -0.027 0.039 0.027
H -0.267 -0.954 4.390 0.015 -0.066 0.022
H -2.264 -2.105 5.210 -0.003 -0.005 -0.009
H -3.853 -3.157 3.620 -0.003 0.023 0.008
H -3.492 -2.894 1.195 -0.007 0.025 0.029
H -1.599 -3.639 -0.455 -0.009 -0.002 -0.027
H 0.071 -3.058 -0.289 -0.025 -0.020 0.033
H -0.872 -2.627 -1.728 0.033 0.030 -0.029
H -3.396 -1.904 -0.709 0.016 0.015 0.020
H -2.422 -0.752 -1.630 0.035 -0.030 -0.137
H -3.066 -0.280 -0.051 0.035 0.033 -0.024
C -1.765 1.646 -2.282 -0.014 0.043 0.007
C -1.683 2.078 -0.857 0.128 -0.237 0.272
C -2.340 3.140 -0.299 -0.076 0.103 0.102
C -1.977 3.195 1.064 -0.071 0.192 -0.056
C -1.108 2.167 1.312 0.165 -0.179 -0.172
C -0.448 1.884 2.621 -0.001 -0.037 -0.060
N -0.922 1.451 0.132 -0.246 0.723 -0.278
H -1.307 2.375 -2.955 0.029 -0.005 0.003
H -2.804 1.529 -2.599 0.019 0.010 0.016
H -1.269 0.695 -2.424 0.054 -0.111 -0.065
H -3.005 3.808 -0.826 0.015 -0.030 0.007
H -2.296 3.920 1.797 0.000 -0.022 -0.014
H -0.488 2.783 3.233 -0.030 0.009 -0.002
H 0.599 1.606 2.511 -0.086 0.177 0.067
H -0.950 1.088 3.175 0.014 0.014 0.003
O 0.776 -0.542 -2.289 -0.387 0.124 -0.465
N 0.467 -0.320 -3.570 0.147 0.065 0.393
C 0.767 0.865 -4.125 -0.013 0.039 -0.049
C 0.486 1.108 -5.452 0.012 -0.001 -0.002
C -0.105 0.117 -6.218 -0.012 0.001 -0.015
C -0.396 -1.102 -5.624 -0.004 0.000 0.016
C -0.101 -1.298 -4.292 -0.016 -0.013 -0.074
H 1.217 1.581 -3.457 -0.007 -0.007 -0.005
H 0.735 2.073 -5.869 -0.002 -0.005 0.002
H -0.336 0.290 -7.260 0.014 -0.008 0.011
H -0.847 -1.909 -6.182 -0.005 0.013 0.005
H -0.286 -2.216 -3.761 0.026 -0.009 0.014